1.
A cluster of 2 separate species, C4H6O in total, computed with ωB97M-V with the def2-TZVPD basis set.

Its multiplicity is 1. The electronic energy is -231.08708 Ha. Its LUMO energy is -0.1 eV. The calculation puts the orbital gap at 0.36931 Eh. The relative energy (zero: lowest compared OMol25 entry of this formula, charge and spin) comes out at 85.7 kcal per mole.

Structure (XYZ):
```
11
C4H6O, DFT ωB97M-V with the def2-TZVPD basis set
C 0.363 0.619 1.823
C -0.014 -0.148 0.800
C 0.081 0.330 -0.745
C -0.351 -0.831 -1.578
H 0.408 0.226 2.912
H 0.717 1.624 1.632
H -0.346 -1.179 0.983
H -0.785 1.184 -0.821
H 1.105 0.744 -1.132
H -1.675 -1.293 -1.223
O 0.498 -1.275 -2.650
```


2.
An isolated molecule of C4H6O, computed with ωB97M-V with the def2-TZVPD basis set.

Its multiplicity is 1. The electronic energy is -231.13478 Ha. Its LUMO energy is 1.2 eV. The calculation puts the orbital gap at 0.39195 Eh. The relative energy (zero: lowest compared OMol25 entry of this formula, charge and spin) comes out at 55.8 kcal per mole.

Structure (XYZ):
```
11
C4H6O, DFT ωB97M-V with the def2-TZVPD basis set
C -1.113 -0.025 -0.779
O 0.172 -0.186 -1.430
C 0.783 -0.599 -0.208
C 0.904 0.557 0.670
C -0.453 -0.209 0.564
H -1.625 0.929 -0.930
H -1.763 -0.837 -1.150
H 1.447 -1.452 -0.248
H 1.328 0.316 1.652
H 1.105 1.552 0.297
H -0.784 -0.046 1.561
```


3.
An isolated molecule of C4H6O, computed with ωB97M-V with the def2-TZVPD basis set.

Its multiplicity is 1. The electronic energy is -231.19702 Ha. Its LUMO energy is 1.1 eV. The calculation puts the orbital gap at 0.34471 Eh. The relative energy (zero: lowest compared OMol25 entry of this formula, charge and spin) comes out at 16.8 kcal per mole.

Structure (XYZ):
```
11
C4H6O, DFT ωB97M-V with the def2-TZVPD basis set
C -0.055 1.230 0.056
C 1.083 0.483 0.067
O 0.918 -0.805 -0.148
C -0.478 -1.069 0.119
C -1.240 0.304 -0.086
H -0.074 2.286 0.074
H 2.110 0.825 0.079
H -0.796 -1.892 -0.581
H -0.701 -1.358 1.269
H -2.129 0.445 0.582
H -1.613 0.438 -1.165
```


4.
A cluster of 2 separate species, C4H6O in total, computed with ωB97M-V with the def2-TZVPD basis set.

Its multiplicity is 3. The electronic energy is -231.02089 Ha. Its LUMO energy (spin up / spin down) is 1.0 / -2.2 eV. The calculation puts the orbital gap (spin up / spin down) at 0.23703 / 0.29634 Eh. The relative energy (zero: lowest compared OMol25 entry of this formula, charge and spin) comes out at 37.0 kcal per mole.

Structure (XYZ):
```
11
C4H6O, DFT ωB97M-V with the def2-TZVPD basis set
C 0.412 0.505 2.041
C -0.193 -0.654 2.027
C -0.583 0.425 -1.454
C 0.525 -0.099 -1.941
O 0.746 1.585 1.891
H -0.243 -1.244 1.177
H -0.175 -1.250 2.861
H -0.790 1.435 -0.995
H -1.523 -0.095 -1.413
H 1.376 0.477 -1.741
H 0.446 -1.085 -2.454
```


5.
An isolated molecule of C4H6O2, computed with ωB97M-V with the def2-TZVPD basis set.

Its multiplicity is 1. The electronic energy is -306.37109 Ha. Its LUMO energy is 0.4 eV. The calculation puts the orbital gap at 0.34842 Eh. The relative energy (zero: lowest compared OMol25 entry of this formula, charge and spin) comes out at 84.8 kcal per mole.

Structure (XYZ):
```
12
C4H6O2, DFT ωB97M-V with the def2-TZVPD basis set
C -1.235 0.201 -0.816
C -0.010 -0.629 1.806
O 0.838 -1.053 0.910
C 1.240 -0.038 -0.030
C 0.088 0.854 -0.482
O 0.291 2.033 -0.654
H -1.957 0.420 -0.024
H -1.602 0.636 -1.748
H -1.157 -0.886 -0.915
H -0.168 -1.540 2.428
H 1.647 -0.570 -0.895
H 2.025 0.571 0.420
```


6.
An isolated molecule of C4H6O2, computed with ωB97M-V with the def2-TZVPD basis set.

Its multiplicity is 1. The electronic energy is -306.36070 Ha. Its LUMO energy (spin up / spin down) is 0.9 / 0.9 eV. The calculation puts the orbital gap (spin up / spin down) at 0.27096 / 0.28734 Eh. The relative energy (zero: lowest compared OMol25 entry of this formula, charge and spin) comes out at 91.4 kcal per mole.

Structure (XYZ):
```
12
C4H6O2, DFT ωB97M-V with the def2-TZVPD basis set
O 0.909 -0.069 -1.188
C -0.080 -0.913 -1.474
O -0.922 -1.228 -0.571
C -0.813 -0.877 0.734
C 0.581 0.928 -0.153
C 0.195 0.167 1.114
H -0.287 -1.240 -2.486
H -1.804 -0.857 1.160
H 1.502 1.506 -0.103
H -0.241 1.585 -0.473
H 1.116 -0.222 1.576
H -0.278 0.804 1.875
```


7.
An isolated molecule of C4H6O2, computed with ωB97M-V with the def2-TZVPD basis set.

Its multiplicity is 1. The electronic energy is -306.45957 Ha. Its LUMO energy is 1.1 eV. The calculation puts the orbital gap at 0.43191 Eh. The relative energy (zero: lowest compared OMol25 entry of this formula, charge and spin) comes out at 29.3 kcal per mole.

Structure (XYZ):
```
12
C4H6O2, DFT ωB97M-V with the def2-TZVPD basis set
O -1.353 -0.800 -1.964
C -0.978 -1.485 -1.054
O -0.601 -1.051 0.154
C -0.434 0.350 0.281
C 0.856 0.902 -0.224
C 0.621 0.734 1.258
H -0.872 -2.579 -1.084
H -1.351 0.925 0.192
H 1.526 0.194 -0.702
H 0.862 1.897 -0.657
H 1.131 -0.088 1.753
H 0.466 1.614 1.872
```


8.
An isolated molecule of C4H6O2, computed with ωB97M-V with the def2-TZVPD basis set.

Its multiplicity is 1. The electronic energy is -306.43135 Ha. Its LUMO energy is 1.0 eV. The calculation puts the orbital gap at 0.40616 Eh. The relative energy (zero: lowest compared OMol25 entry of this formula, charge and spin) comes out at 47.0 kcal per mole.

Structure (XYZ):
```
12
C4H6O2, DFT ωB97M-V with the def2-TZVPD basis set
O 1.900 -1.250 1.047
C 0.733 -1.216 1.357
C -0.270 -0.282 0.725
C 0.299 0.383 -0.500
C -0.601 1.079 -1.418
O -0.134 -0.223 -1.713
H 0.341 -1.874 2.159
H -0.547 0.471 1.474
H -1.188 -0.841 0.484
H 1.339 0.690 -0.422
H -1.628 1.233 -1.071
H -0.244 1.829 -2.123
```


9.
A cluster of 2 separate species, C4H6O2 in total, computed with ωB97M-V with the def2-TZVPD basis set.

Its multiplicity is 1. The electronic energy is -306.36651 Ha. Its LUMO energy is 0.8 eV. The calculation puts the orbital gap at 0.38518 Eh. The relative energy (zero: lowest compared OMol25 entry of this formula, charge and spin) comes out at 87.7 kcal per mole.

Structure (XYZ):
```
12
C4H6O2, DFT ωB97M-V with the def2-TZVPD basis set
C 1.168 -0.139 1.092
C -0.366 0.037 0.911
O -1.180 -0.720 1.413
O -0.721 1.076 0.118
H 1.446 -1.020 1.725
H 1.708 -0.059 0.110
H 1.399 0.786 1.797
H -1.751 1.026 0.336
C -0.210 -0.655 -1.479
C -0.620 0.286 -2.171
H 0.317 -1.607 -1.208
H -1.189 0.989 -2.645
```


10.
A structure of composition C4H6O2, computed with ωB97M-V with the def2-TZVPD basis set.

Its multiplicity is 1. The electronic energy is -306.32889 Ha. Its LUMO energy is 0.6 eV. The calculation puts the orbital gap at 0.35344 Eh. The relative energy (zero: lowest compared OMol25 entry of this formula, charge and spin) comes out at 111.3 kcal per mole.

Structure (XYZ):
```
12
C4H6O2, DFT ωB97M-V with the def2-TZVPD basis set
C -0.821 0.841 -1.489
O -0.072 1.641 -0.527
C 0.258 0.607 0.222
C -0.648 -0.346 -0.538
O 0.580 -1.720 1.645
C 1.255 -0.715 1.777
H -0.233 0.804 -2.405
H -1.817 1.245 -1.671
H -0.238 -1.301 -0.873
H -1.529 -0.550 0.080
H 1.042 0.069 2.525
H 2.223 -0.575 1.255
```


11.
An isolated molecule of C4H6O2, computed with ωB97M-V with the def2-TZVPD basis set.

Its multiplicity is 1. The electronic energy is -306.46422 Ha. Its LUMO energy is 0.2 eV. The calculation puts the orbital gap at 0.37409 Eh. The relative energy (zero: lowest compared OMol25 entry of this formula, charge and spin) comes out at 26.4 kcal per mole.

Structure (XYZ):
```
12
C4H6O2, DFT ωB97M-V with the def2-TZVPD basis set
C -1.052 1.052 -0.441
C -0.767 -0.377 -0.003
O -1.409 -1.301 -0.438
C 0.524 -0.704 0.813
C 1.480 -0.208 -0.233
O 2.223 0.733 -0.122
H -0.185 1.712 -0.364
H -1.853 1.433 0.195
H -1.418 1.063 -1.475
H 0.739 -0.271 1.798
H 0.543 -1.794 0.895
H 1.283 -0.694 -1.213
```


12.
A structure of composition C4H6O2, computed with ωB97M-V with the def2-TZVPD basis set.

Its multiplicity is 1. The electronic energy is -306.48720 Ha. Its LUMO energy is 0.9 eV. The calculation puts the orbital gap at 0.41876 Eh. The relative energy (zero: lowest compared OMol25 entry of this formula, charge and spin) comes out at 12.0 kcal per mole.

Structure (XYZ):
```
12
C4H6O2, DFT ωB97M-V with the def2-TZVPD basis set
C -1.589 -0.094 0.288
C -0.271 -0.193 -0.439
C 0.879 0.760 -0.083
C 1.655 -0.533 0.099
O 2.788 -0.873 0.254
O 0.554 -1.332 -0.029
H -1.457 0.015 1.368
H -2.199 -0.984 0.111
H -2.140 0.774 -0.094
H -0.434 -0.274 -1.519
H 1.249 1.455 -0.838
H 0.740 1.288 0.865
```


13.
An isolated molecule of C4H6O2, computed with ωB97M-V with the def2-TZVPD basis set.

Its multiplicity is 1. The electronic energy is -306.43165 Ha. Its LUMO energy is 0.7 eV. The calculation puts the orbital gap at 0.36832 Eh. The relative energy (zero: lowest compared OMol25 entry of this formula, charge and spin) comes out at 46.8 kcal per mole.

Structure (XYZ):
```
12
C4H6O2, DFT ωB97M-V with the def2-TZVPD basis set
C 0.688 2.231 -0.221
C 0.392 0.986 0.123
O -0.525 0.262 -0.595
C -0.273 -1.134 -0.597
C -0.768 -1.692 0.728
O -0.033 -2.003 1.634
H 0.222 2.680 -1.093
H 1.389 2.814 0.365
H 0.829 0.474 0.982
H -0.841 -1.547 -1.436
H 0.793 -1.349 -0.730
H -1.872 -1.724 0.840
```


14.
An isolated molecule of C4H6O2, computed with ωB97M-V with the def2-TZVPD basis set.

Its multiplicity is 1. The electronic energy is -306.28020 Ha. Its LUMO energy is -2.9 eV. The calculation puts the orbital gap at 0.21699 Eh. The relative energy (zero: lowest compared OMol25 entry of this formula, charge and spin) comes out at 141.9 kcal per mole.

Structure (XYZ):
```
12
C4H6O2, DFT ωB97M-V with the def2-TZVPD basis set
O -0.057 -0.622 -1.983
C 0.214 -1.285 -0.877
C -0.301 -0.583 0.357
C -1.029 0.700 0.168
C 0.486 0.812 0.614
O 0.750 1.122 1.776
H -0.406 -2.212 -0.815
H -0.538 -1.130 1.257
H 1.306 -1.401 -0.731
H -1.294 0.861 -0.863
H -1.760 0.967 0.916
H 1.157 1.147 -0.219
```


15.
An isolated molecule of C4H6O2, computed with ωB97M-V with the def2-TZVPD basis set.

Its multiplicity is 1. The electronic energy is -306.48156 Ha. Its LUMO energy is 0.8 eV. The calculation puts the orbital gap at 0.39326 Eh. The relative energy (zero: lowest compared OMol25 entry of this formula, charge and spin) comes out at 15.5 kcal per mole.

Structure (XYZ):
```
12
C4H6O2, DFT ωB97M-V with the def2-TZVPD basis set
C 0.699 0.681 -1.420
C 0.411 -0.495 -0.875
C -0.858 -0.680 -0.062
C -0.573 0.155 1.166
O -1.137 1.164 1.508
O 0.541 -0.317 1.774
H -0.037 1.483 -1.406
H 1.676 0.917 -1.831
H 1.150 -1.291 -0.819
H -1.033 -1.722 0.224
H -1.740 -0.294 -0.578
H 0.900 0.399 2.318
```


16.
An isolated molecule of C4H6O2, computed with ωB97M-V with the def2-TZVPD basis set.

Its multiplicity is 1. The electronic energy is -306.43423 Ha. Its LUMO energy is 0.9 eV. The calculation puts the orbital gap at 0.38841 Eh. The relative energy (zero: lowest compared OMol25 entry of this formula, charge and spin) comes out at 45.2 kcal per mole.

Structure (XYZ):
```
12
C4H6O2, DFT ωB97M-V with the def2-TZVPD basis set
O 0.794 2.248 0.239
C 0.513 1.089 0.109
C -1.103 0.531 0.013
C -0.956 -0.953 -0.111
O 0.669 -1.349 -0.121
C 1.496 -0.248 0.015
H -1.546 1.037 -0.857
H -1.592 0.897 0.929
H -1.313 -1.530 0.740
H -1.264 -1.385 -1.062
H 2.193 -0.085 -0.835
H 2.108 -0.252 0.941
```


17.
An isolated molecule of C4H6O2, computed with ωB97M-V with the def2-TZVPD basis set.

Its multiplicity is 1. The electronic energy is -306.40608 Ha. Its LUMO energy is 0.7 eV. The calculation puts the orbital gap at 0.37725 Eh. The relative energy (zero: lowest compared OMol25 entry of this formula, charge and spin) comes out at 62.9 kcal per mole.

Structure (XYZ):
```
12
C4H6O2, DFT ωB97M-V with the def2-TZVPD basis set
C 2.351 -0.307 -0.387
C 1.075 -0.180 -0.147
C -0.121 0.175 0.253
O -0.225 1.311 1.045
C -1.443 -0.476 -0.033
O -2.359 0.411 -0.640
H 2.989 -0.883 0.280
H 2.794 0.169 -1.259
H 0.037 1.085 1.946
H -1.302 -1.400 -0.611
H -1.888 -0.741 0.933
H -1.908 0.836 -1.380
```


18.
A structure of composition C4H6O2, computed with ωB97M-V with the def2-TZVPD basis set.

Its multiplicity is 1. The electronic energy is -306.41103 Ha. Its LUMO energy is 0.5 eV. The calculation puts the orbital gap at 0.36620 Eh. The relative energy (zero: lowest compared OMol25 entry of this formula, charge and spin) comes out at 59.8 kcal per mole.

Structure (XYZ):
```
12
C4H6O2, DFT ωB97M-V with the def2-TZVPD basis set
O 1.472 -1.073 0.710
C 0.470 -0.231 0.501
C -0.985 -0.600 0.386
C -1.126 0.943 0.214
O -2.078 1.664 0.061
C 0.334 1.105 0.322
H 2.295 -0.572 0.803
H 0.680 -0.844 -2.095
H -1.432 -1.030 1.286
H -1.265 -1.189 -0.494
H 0.616 -0.118 -1.947
H 1.019 1.943 0.255
```


19.
An isolated molecule of C4H6O2, computed with ωB97M-V with the def2-TZVPD basis set.

Its multiplicity is 1. The electronic energy is -306.39581 Ha. Its LUMO energy is 0.7 eV. The calculation puts the orbital gap at 0.37851 Eh. The relative energy (zero: lowest compared OMol25 entry of this formula, charge and spin) comes out at 69.3 kcal per mole.

Structure (XYZ):
```
12
C4H6O2, DFT ωB97M-V with the def2-TZVPD basis set
O 2.030 -0.539 1.958
C 1.257 -0.003 1.196
C 0.520 -0.687 0.101
C 0.165 0.152 -1.134
C -0.926 -0.304 -0.248
O -1.408 0.908 0.355
H 1.057 1.082 1.237
H 0.785 -1.760 0.032
H 0.422 -0.231 -2.141
H -0.142 1.175 -0.737
H -1.678 -1.072 -0.398
H -2.144 1.269 -0.170
```


20.
An isolated molecule of C4H6O2, computed with ωB97M-V with the def2-TZVPD basis set.

Its multiplicity is 1. The electronic energy is -306.44738 Ha. Its LUMO energy is 1.1 eV. The calculation puts the orbital gap at 0.42310 Eh. The relative energy (zero: lowest compared OMol25 entry of this formula, charge and spin) comes out at 37.0 kcal per mole.

Structure (XYZ):
```
12
C4H6O2, DFT ωB97M-V with the def2-TZVPD basis set
O -1.107 0.301 2.351
C -1.609 0.521 1.279
O -1.190 0.376 -0.010
C 0.197 0.321 -0.033
C 0.844 0.076 -1.332
C 0.867 -0.977 -0.243
H -2.619 0.825 1.116
H 0.626 1.022 0.697
H 0.208 -0.090 -2.195
H 1.751 0.623 -1.543
H 0.240 -1.849 -0.378
H 1.787 -1.155 0.299
```